ORCA calculation (ωB97M-V/def2-TZVPD) on a single C2H3N3O3 molecule.

## Properties
Net charge: 0
Gap between HOMO and LUMO: 9.470 eV
Energy above the lowest of the compared OMol25 structures with the same formula, charge and spin: 113.2 kcal per mole
LUMO level: 0.17 eV
Molar mass: 117.1 g/mol

Element x y z (Å)
O  0.1544  -2.3216  -1.5054
N  0.3472  -1.0288  -1.9783
C  0.0290  -0.2355  -0.9896
O  0.2723  1.1266  -1.1264
N  -0.2921  1.9615  -0.1365
C  -0.2001  1.4751  1.0024
N  0.3557  0.1922  1.1477
O  -0.3386  -0.7476  0.2295
H  0.2462  -2.2118  -0.5510
H  -0.6814  2.0130  1.8400
H  0.1072  -0.2232  2.0676

Atom-resolved charges from natural (NBO), all expressed in e:
1 O -0.543
2 N -0.153
3 C 0.645
4 O -0.339
5 N -0.091
6 C 0.150
7 N -0.341
8 O -0.384
9 H 0.454
10 H 0.218
11 H 0.384

ORCA calculation (ωB97M-V/def2-TZVPD) on 6 unconnected molecules or ions with the total composition CH15N2O5.

## Properties
Net charge: +1
Gap between HOMO and LUMO: 11.905 eV
Energy above the lowest of the compared OMol25 structures with the same formula, charge and spin: 5.0 kcal per mole
LUMO level: -2.52 eV
Molar mass: 135.1 g/mol

Element x y z (Å)
N  -0.6857  0.2018  1.1602
C  -0.4973  1.2755  0.4390
N  0.3029  1.2884  -0.5879
H  -0.2569  -0.6932  0.9539
H  -1.3740  0.1997  1.8899
H  -1.0167  2.1778  0.7141
H  0.5428  2.1566  -1.0533
H  0.9750  0.5321  -0.7129
H  2.3438  -0.7357  -2.0558
H  0.9836  -1.4440  -2.1287
O  1.6158  -1.0566  -1.5100
H  0.2307  1.4099  3.5473
H  -0.3622  2.7362  4.0376
O  -0.3387  2.1412  3.2803
H  -1.6417  -4.4820  -0.9719
H  -0.3685  -5.3591  -0.9488
O  -0.6902  -4.4638  -1.1342
H  -1.0359  4.4140  -1.9789
H  0.3367  4.3437  -2.4773
O  -0.2704  3.8252  -1.9282
H  1.0566  -2.4198  0.3660
H  -0.1006  -3.3784  0.2630
O  0.2511  -2.6696  0.8368

Atom-resolved charges from natural (NBO), all expressed in e:
1 N -0.726
2 C 0.405
3 N -0.729
4 H 0.445
5 H 0.431
6 H 0.235
7 H 0.448
8 H 0.431
9 H 0.495
10 H 0.499
11 O -0.967
12 H 0.479
13 H 0.491
14 O -0.966
15 H 0.488
16 H 0.493
17 O -0.957
18 H 0.490
19 H 0.485
20 O -0.966
21 H 0.479
22 H 0.504
23 O -0.988

ORCA calculation (ωB97M-V/def2-TZVPD) on a molecular structure, C36H41N5P3RuS2.

## Properties
Net charge: +2
Gap between HOMO and LUMO (spin up / spin down): 6.734 / 6.167 eV
LUMO level (spin up / spin down): -5.91 / -6.55 eV
⟨S²⟩: 0.761
Spin multiplicity: 2
Molar mass: 801.9 g/mol

Element x y z (Å)
Ru  0.1436  0.0224  0.0009
C  0.3524  -2.3175  3.4970
P  0.1436  -1.6878  1.7518
C  -1.6637  -1.5092  2.0063
C  1.0056  -2.8692  0.7329
C  1.7184  -3.9073  1.3845
C  2.3936  -4.8970  0.6885
C  2.3936  -4.8968  -0.6868
C  1.7180  -3.9072  -1.3827
C  1.0057  -2.8696  -0.7311
P  0.1436  -1.6878  -1.7500
C  0.3518  -2.3175  -3.4952
C  -1.6642  -1.5092  -2.0042
H  -0.0818  -3.3379  3.5582
H  -0.1680  -1.6743  4.2410
H  1.4238  -2.3222  3.7852
H  -2.0738  -2.4540  2.4204
H  -2.1486  -1.3174  1.0444
H  -1.9176  -0.6685  2.6877
H  1.7880  -4.0005  2.4503
H  2.9260  -5.6720  1.2260
H  2.9259  -5.6721  -1.2246
H  1.7877  -4.0005  -2.4489
H  -0.0822  -3.3380  -3.5563
H  1.4234  -2.3223  -3.7835
H  -0.1686  -1.6743  -4.2391
H  -2.0740  -2.4540  -2.4183
H  -1.9179  -0.6685  -2.6856
H  -2.1487  -1.3174  -1.0423
S  7.3083  -1.2570  0.0049
C  7.7555  -2.9017  0.0007
C  6.6603  -3.7301  -0.0047
C  5.4385  -2.9945  -0.0057
C  5.6209  -1.6178  -0.0010
C  4.6026  -0.5436  -0.0004
C  3.2473  -0.8352  0.0007
N  2.2492  0.0836  0.0009
C  2.5401  1.4129  0.0001
C  3.8987  1.8036  -0.0008
C  4.2550  3.1545  -0.0015
C  3.2747  4.1346  -0.0015
C  1.9240  3.7776  -0.0008
C  0.9390  4.7846  -0.0011
C  -0.4246  4.4800  -0.0005
C  -0.7172  3.1246  0.0006
N  0.2048  2.1279  0.0009
C  1.5338  2.4190  0.0001
C  -1.4529  5.5447  -0.0012
C  -1.2867  6.9233  -0.0001
C  -2.5171  7.6447  -0.0014
C  -3.6024  6.8034  -0.0035
S  -3.1361  5.1642  -0.0039
C  4.9071  0.8197  -0.0011
H  8.7995  -3.1836  0.0025
H  6.7278  -4.8113  -0.0079
H  4.4686  -3.4764  -0.0099
H  2.8787  -1.8567  0.0017
H  5.3010  3.4554  -0.0021
H  3.5765  5.1801  -0.0021
H  1.2605  5.8230  -0.0020
H  -1.7372  2.7508  0.0013
H  -0.3227  7.4156  0.0017
H  -2.5980  8.7248  -0.0009
H  -4.6499  7.0724  -0.0048
H  5.9445  1.1461  -0.0022
C  -5.0478  1.3986  0.0397
N  -4.5856  0.6755  1.2095
C  -5.0477  -0.6993  1.1734
N  -4.5856  -1.3508  -0.0378
C  -5.0478  -0.6321  -1.2103
N  -4.5857  0.7425  -1.1690
C  -3.1572  0.8708  -1.3774
P  -2.3620  0.0224  0.0009
C  -3.1571  0.7918  1.4247
C  -3.1571  -1.5954  -0.0447
H  -4.7276  2.4490  0.0693
H  -6.1452  1.4496  0.0411
H  -6.1452  -0.7260  1.2168
H  -4.7275  -1.2501  2.0682
H  -6.1452  -0.6564  -1.2552
H  -4.7275  -1.1317  -2.1348
H  -2.8664  1.9264  -1.4218
H  -2.8664  0.4349  -2.3398
H  -2.8664  1.8433  1.5285
H  -2.8664  0.3025  2.3611
H  -2.8664  -2.2110  0.8140
H  -2.8664  -2.1617  -0.9367
H  0.1436  -1.8053  0.0009

Atom-resolved charges from Mulliken, all expressed in e:
1 Ru -1.736
2 C -1.567
3 P 1.165
4 C -0.561
5 C 0.672
6 C -0.745
7 C -1.111
8 C -1.096
9 C -0.699
10 C 0.629
11 P 1.100
12 C -1.568
13 C -0.647
14 H 0.454
15 H 0.400
16 H 0.523
17 H 0.816
18 H -1.630
19 H 0.266
20 H 0.442
21 H 0.457
22 H 0.457
23 H 0.431
24 H 0.455
25 H 0.525
26 H 0.400
27 H 0.788
28 H 0.245
29 H -1.484
30 S -0.172
31 C -0.421
32 C -0.564
33 C 0.307
34 C 0.014
35 C 0.057
36 C 0.231
37 N 0.645
38 C -0.627
39 C 0.712
40 C -1.124
41 C -1.256
42 C 0.848
43 C -0.498
44 C 0.331
45 C 0.620
46 N -0.150
47 C 0.199
48 C 0.410
49 C -0.601
50 C -0.670
51 C -0.381
52 S -0.064
53 C -0.722
54 H 0.458
55 H 0.416
56 H -0.012
57 H -0.160
58 H 0.462
59 H 0.464
60 H 0.409
61 H -0.659
62 H 0.379
63 H 0.434
64 H 0.463
65 H 0.514
66 C -0.634
67 N 0.099
68 C -0.895
69 N 0.091
70 C -0.879
71 N 0.126
72 C -0.370
73 P 2.610
74 C -0.345
75 C 0.754
76 H 0.120
77 H 0.361
78 H 0.303
79 H 0.378
80 H 0.309
81 H 0.378
82 H 0.131
83 H 0.533
84 H 0.148
85 H 0.465
86 H 0.376
87 H -0.050
88 H 0.321

ORCA calculation (ωB97M-V/def2-TZVPD) on a single C8H9I2N molecule.

## Properties
Net charge: 0
Gap between HOMO and LUMO: 8.151 eV
Energy above the lowest of the compared OMol25 structures with the same formula, charge and spin: 0.0 kcal per mole
LUMO level: -0.37 eV
Molar mass: 373.0 g/mol

Element x y z (Å)
C  0.1454  -2.4594  0.7834
C  0.5624  -1.9072  2.0223
C  -0.4549  -1.5001  0.0483
C  0.2189  -0.5613  1.9892
C  -0.6019  1.4658  -2.2939
C  -0.1788  1.1591  -1.0790
C  1.3308  1.1005  -0.8141
C  -0.9495  0.9528  0.1585
N  -0.3601  -0.3168  0.7632
I  -0.5599  2.5624  1.4876
I  -3.1581  0.7321  0.2210
H  0.1370  -3.4569  0.4951
H  0.6945  -2.6920  2.7503
H  -0.7114  -1.5953  -0.9781
H  0.4344  0.2533  2.5599
H  -1.6949  1.4938  -2.4979
H  0.1480  1.5483  -3.1001
H  1.5874  0.4719  -1.7253
H  1.8828  2.0385  -0.9266
H  1.5277  0.7105  0.1361

Atom-resolved charges from natural (NBO), all expressed in e:
1 C -0.273
2 C -0.303
3 C -0.085
4 C -0.060
5 C -0.368
6 C -0.124
7 C -0.653
8 C -0.087
9 N -0.432
10 I 0.205
11 I 0.168
12 H 0.214
13 H 0.234
14 H 0.225
15 H 0.216
16 H 0.219
17 H 0.213
18 H 0.233
19 H 0.231
20 H 0.228

Which formula does entry 1 have?
C2H3N3O3

Repeat the first record exactly.
ORCA calculation (ωB97M-V/def2-TZVPD) on a single C2H3N3O3 molecule.

## Properties
Net charge: 0
Gap between HOMO and LUMO: 9.470 eV
Energy above the lowest of the compared OMol25 structures with the same formula, charge and spin: 113.2 kcal per mole
LUMO level: 0.17 eV
Molar mass: 117.1 g/mol

Element x y z (Å)
O  0.1544  -2.3216  -1.5054
N  0.3472  -1.0288  -1.9783
C  0.0290  -0.2355  -0.9896
O  0.2723  1.1266  -1.1264
N  -0.2921  1.9615  -0.1365
C  -0.2001  1.4751  1.0024
N  0.3557  0.1922  1.1477
O  -0.3386  -0.7476  0.2295
H  0.2462  -2.2118  -0.5510
H  -0.6814  2.0130  1.8400
H  0.1072  -0.2232  2.0676

Atom-resolved charges from natural (NBO), all expressed in e:
1 O -0.543
2 N -0.153
3 C 0.645
4 O -0.339
5 N -0.091
6 C 0.150
7 N -0.341
8 O -0.384
9 H 0.454
10 H 0.218
11 H 0.384

Which value of molar mass does entry 1 give?
117.1 g/mol

What is the formula in the second record?
CH15N2O5